## A
Molecular formula: C3H12NO2S
Method: DFT, the ωB97M-V functional and the def2-TZVPD basis

Summary:
Net charge: -1
E_HOMO, eV: -3.02

Last column: Löwdin charge in e.
Cartesian coordinates (Å):
C: -0.298 0.307 0.719  -0.30
C: -1.755 0.323 1.300  -0.80
S: -3.152 -0.081 0.276  0.21
C: 0.213 -1.091 0.258  -0.25
N: 1.459 -0.878 -0.629  -0.04
H: -0.143 0.984 -0.261  0.12
H: 0.510 0.667 1.462  0.11
H: -1.932 -0.274 2.269  0.05
H: -1.894 1.420 1.600  0.04
H: 0.623 -1.553 1.200  0.11
H: -0.474 -1.636 -0.230  0.04
H: 1.432 -1.675 -1.445  0.15
H: 1.079 -0.168 -1.211  0.02
H: -1.920 1.168 -2.693  0.05
H: -1.748 0.354 -1.391  -0.10
O: -1.217 0.658 -2.187  -0.19
H: 3.018 1.007 0.862  -0.08
H: 2.726 -0.117 -0.107  0.01
O: 3.473 0.587 0.207  -0.15

=====

## B
Molecular formula: C3H12NO2S
Method: DFT, the ωB97M-V functional and the def2-TZVPD basis

Summary:
Net charge: -1
E_HOMO, eV: -2.69

Last column: Löwdin charge in e.
Cartesian coordinates (Å):
C: -0.827 -1.727 0.281  -0.17
N: -1.452 -0.790 1.153  -0.16
C: -0.591 -0.118 2.113  -0.37
C: 0.397 0.904 1.478  -0.73
S: -0.524 2.187 0.600  0.21
H: -1.350 -1.834 -0.669  0.08
H: -0.768 -2.708 0.742  0.06
H: 0.199 -1.525 0.061  0.04
H: -2.115 -0.127 0.797  0.05
H: -1.225 0.389 2.820  0.08
H: -0.068 -0.915 2.659  0.09
H: 0.905 0.280 0.737  0.02
H: 1.044 1.198 2.297  0.03
H: 0.688 -1.402 -2.747  0.02
H: 1.203 -0.089 -3.376  0.01
O: 0.654 -0.864 -3.541  -0.07
H: 0.432 2.382 -1.748  -0.06
H: 2.070 2.627 -1.663  0.01
O: 1.329 2.134 -1.995  -0.13

=====

Short version: A is the least stable of them.

=====

## A
Molecular formula: C4H12
Method: DFT, the ωB97M-V functional and the def2-TZVPD basis

Summary:
Multiplicity: 2
Net charge: -1
E_HOMO (alpha / beta), eV: 1.52 / -7.48
Expectation value of S²: 0.750

Last column: Löwdin charge in e.
Cartesian coordinates (Å):
C: -0.850 -2.738 0.775  -0.34
C: 0.525 -2.331 1.262  -0.34
H: -0.701 -3.213 -0.214  0.03
H: -1.293 -3.442 1.488  0.04
H: -1.507 -1.973 0.331  0.02
H: 0.989 -3.110 1.916  0.05
H: 1.253 -2.072 0.512  0.01
H: 0.462 -1.508 1.983  0.02
C: -0.478 2.657 -1.544  -0.31
C: 0.689 2.455 -0.561  -0.37
H: -0.930 3.594 -1.169  0.04
H: -0.216 2.831 -2.589  0.03
H: -1.071 1.738 -1.474  0.02
H: 1.607 3.017 -0.716  0.02
H: 0.490 2.693 0.522  0.04
H: 1.031 1.403 -0.523  0.02

=====

## B
Molecular formula: C4H12
Method: DFT, the ωB97M-V functional and the def2-TZVPD basis

Summary:
Multiplicity: 2
Net charge: -1
E_HOMO (alpha / beta), eV: 1.53 / -7.71
Expectation value of S²: 0.750

Last column: Löwdin charge in e.
Cartesian coordinates (Å):
C: -2.497 1.766 -0.230  -0.29
C: -1.875 0.380 -0.178  -0.33
H: -1.864 2.501 -0.727  0.03
H: -3.447 1.692 -0.767  0.04
H: -2.706 2.162 0.769  0.04
H: -2.637 -0.400 -0.155  0.03
H: -1.111 0.202 0.575  0.02
H: -1.296 0.206 -1.092  0.02
C: 2.286 -1.822 0.351  -0.31
C: 2.106 -0.345 0.081  -0.40
H: 1.383 -2.367 0.027  0.03
H: 3.072 -2.320 -0.199  0.03
H: 2.305 -1.999 1.424  0.04
H: 3.063 0.196 0.149  0.02
H: 1.674 -0.014 -0.865  0.02
H: 1.542 0.162 0.835  0.00

=====

## C
Molecular formula: C4H12
Method: DFT, the ωB97M-V functional and the def2-TZVPD basis

Summary:
Multiplicity: 2
Net charge: -1
E_HOMO (alpha / beta), eV: 1.55 / -7.43
Expectation value of S²: 0.750

Last column: Löwdin charge in e.
Cartesian coordinates (Å):
C: -2.232 -0.467 0.804  -0.36
C: -1.198 -1.626 0.773  -0.39
H: -3.159 -0.659 1.341  0.02
H: -1.927 0.350 1.492  0.03
H: -2.260 -0.097 -0.222  0.02
H: -0.821 -1.712 1.793  0.02
H: -0.511 -1.436 -0.052  0.02
H: -1.763 -2.508 0.467  0.01
C: 1.761 0.873 -1.545  -0.29
C: 1.699 1.195 -0.054  -0.28
H: 2.747 1.134 -1.948  0.04
H: 1.506 -0.144 -1.812  0.02
H: 1.105 1.576 -2.059  0.03
H: 1.279 0.418 0.595  0.03
H: 1.087 2.010 0.338  0.04
H: 2.708 1.438 0.295  0.04

=====

Short version: C is the least stable of them.

=====

## A
Molecular formula: C4H12
Method: DFT, the ωB97M-V functional and the def2-TZVPD basis

Summary:
Multiplicity: 2
Net charge: -1
E_HOMO (alpha / beta), eV: 1.55 / -7.51
Expectation value of S²: 0.750

Last column: Löwdin charge in e.
Cartesian coordinates (Å):
C: 0.852 2.126 -0.586  -0.33
C: 1.553 0.754 -0.713  -0.29
H: 0.281 2.360 -1.493  0.03
H: 0.247 2.067 0.316  0.01
H: 1.487 2.989 -0.346  0.03
H: 1.582 0.451 0.327  0.02
H: 2.545 0.765 -1.152  0.04
H: 1.034 0.009 -1.292  0.02
C: -1.888 -1.471 0.883  -0.37
C: -0.506 -1.407 0.292  -0.33
H: -1.741 -1.753 1.926  0.03
H: -2.486 -0.565 0.810  0.03
H: -2.531 -2.269 0.492  0.03
H: -0.465 -1.128 -0.765  0.03
H: 0.006 -2.338 0.497  0.04
H: 0.030 -0.591 0.806  0.02

=====

## B
Molecular formula: C4H12
Method: DFT, the ωB97M-V functional and the def2-TZVPD basis

Summary:
Multiplicity: 2
Net charge: -1
E_HOMO (alpha / beta), eV: 1.48 / -6.96
Expectation value of S²: 0.750

Last column: Löwdin charge in e.
Cartesian coordinates (Å):
C: -1.261 1.527 0.813  -0.25
C: -2.483 0.579 0.426  -0.30
H: -0.647 1.757 -0.014  0.01
H: -1.456 2.413 1.319  0.01
H: -0.752 0.910 1.539  0.02
H: -2.451 -0.128 -0.413  0.01
H: -3.418 1.145 0.234  0.02
H: -2.623 -0.121 1.397  0.07
C: 1.443 -0.534 -0.359  -0.46
C: 2.326 -1.514 -0.826  -0.42
H: 1.284 -0.480 0.683  0.01
H: 1.639 0.596 -0.797  0.09
H: 0.502 -0.655 -0.870  0.02
H: 3.383 -1.658 -0.308  0.08
H: 2.750 -1.406 -1.872  0.05
H: 1.765 -2.431 -0.953  0.03

=====

Short version: B is the least stable of them.

=====

## A
Molecular formula: C4H12
Method: DFT, the ωB97M-V functional and the def2-TZVPD basis

Summary:
Multiplicity: 2
Net charge: -1
E_HOMO (alpha / beta), eV: 1.47 / -7.25
Expectation value of S²: 0.750

Last column: Löwdin charge in e.
Cartesian coordinates (Å):
C: -1.524 2.227 0.001  -0.33
C: -1.670 1.470 -1.256  -0.36
H: -1.199 1.544 0.824  0.03
H: -1.021 3.174 -0.064  0.03
H: -2.603 2.445 0.307  0.06
H: -1.079 0.473 -1.181  0.06
H: -1.366 1.859 -2.233  0.04
H: -2.670 1.295 -1.521  0.02
C: 1.507 -2.512 0.445  -0.35
C: 1.839 -1.127 0.822  -0.39
H: 0.967 -2.959 1.206  0.02
H: 0.994 -2.645 -0.458  0.02
H: 2.310 -3.183 0.272  0.03
H: 2.511 -0.625 0.052  0.04
H: 2.099 -0.942 1.877  0.02
H: 0.904 -0.497 0.909  0.03

=====

## B
Molecular formula: C4H12
Method: DFT, the ωB97M-V functional and the def2-TZVPD basis

Summary:
Multiplicity: 2
Net charge: -1
E_HOMO (alpha / beta), eV: 1.54 / -7.55
Expectation value of S²: 0.750

Last column: Löwdin charge in e.
Cartesian coordinates (Å):
C: -2.016 -0.386 1.516  -0.36
C: -0.544 -0.774 1.643  -0.38
H: -2.018 0.589 1.010  0.02
H: -2.551 -1.046 0.825  0.03
H: -2.428 -0.156 2.516  0.04
H: -0.518 -1.633 2.331  0.03
H: 0.061 -0.040 2.165  0.02
H: -0.127 -0.944 0.638  0.03
C: 1.662 0.693 -0.938  -0.29
C: 0.886 0.432 -2.244  -0.30
H: 1.027 0.372 -0.126  0.01
H: 2.664 0.285 -0.832  0.04
H: 1.872 1.773 -0.826  0.04
H: 1.022 -0.599 -2.561  0.03
H: -0.141 0.670 -1.997  0.03
H: 1.311 1.030 -3.069  0.04

=====

## C
Molecular formula: C4H12
Method: DFT, the ωB97M-V functional and the def2-TZVPD basis

Summary:
Multiplicity: 2
Net charge: -1
E_HOMO (alpha / beta), eV: 1.60 / -7.79
Expectation value of S²: 0.750

Last column: Löwdin charge in e.
Cartesian coordinates (Å):
C: -1.368 -1.881 -0.895  -0.36
C: -2.093 -0.642 -0.370  -0.36
H: -1.731 -2.072 -1.907  0.03
H: -0.301 -1.672 -0.984  0.02
H: -1.505 -2.706 -0.199  0.03
H: -1.853 -0.403 0.669  0.02
H: -3.180 -0.749 -0.449  0.03
H: -1.849 0.234 -0.979  0.02
C: 2.269 0.732 0.399  -0.31
C: 1.197 1.729 0.909  -0.29
H: 2.569 0.052 1.198  0.03
H: 1.869 0.137 -0.425  0.02
H: 3.132 1.254 -0.014  0.03
H: 0.227 1.563 0.436  0.03
H: 1.480 2.750 0.619  0.04
H: 1.137 1.674 1.992  0.03

=====

Short version: A is the least stable of them.

=====

## A
Molecular formula: C3H3IN2O
Method: DFT, the ωB97M-V functional and the def2-TZVPD basis

Summary:
Net charge: 0
E_HOMO, eV: -7.91

Last column: Löwdin charge in e.
Cartesian coordinates (Å):
C: 0.262 -1.514 0.056  -0.21
C: -1.163 0.321 -0.537  -0.21
C: 1.805 0.205 0.011  -0.55
N: -0.743 -0.745 -0.079  0.07
N: -1.799 1.346 -0.053  0.10
O: 1.552 -1.065 0.117  -0.22
I: 3.918 0.436 0.102  0.69
H: 0.175 -2.582 0.131  0.12
H: -2.138 2.052 -0.687  0.10
H: -1.869 1.546 0.939  0.11

=====

## B
Molecular formula: C3H3IN2O
Method: DFT, the ωB97M-V functional and the def2-TZVPD basis

Summary:
Net charge: 0
E_HOMO, eV: -8.64

Last column: Löwdin charge in e.
Cartesian coordinates (Å):
C: 0.940 -0.830 -0.187  -0.15
C: 1.759 0.193 0.126  -0.58
C: -0.531 -0.784 -0.240  -0.38
N: -0.392 1.614 -0.295  0.09
N: -1.056 0.617 -0.395  -0.14
O: -1.439 -1.552 -0.014  0.11
I: 3.835 -0.136 0.076  0.82
H: 1.463 -1.740 -0.572  0.10
H: 1.596 1.115 0.344  -0.07
H: -2.217 0.575 -0.356  0.20

=====

Short version: A is the least stable of them.

=====

## A
Molecular formula: C3H3IN2O
Method: DFT, the ωB97M-V functional and the def2-TZVPD basis

Summary:
Net charge: 0
E_HOMO, eV: -9.67
SMILES: ICc1ncon1

Last column: Löwdin charge in e.
Cartesian coordinates (Å):
I: 1.050 2.145 -1.874  0.73
C: 0.599 0.054 -1.714  -0.55
C: 0.813 -0.407 -0.209  -0.42
N: -0.299 -0.646 0.604  0.13
C: 0.218 -0.862 1.762  -0.15
O: 1.576 -0.858 1.709  -0.02
N: 1.934 -0.509 0.486  0.08
H: -0.444 -0.023 -2.163  0.07
H: 1.385 -0.454 -2.173  0.00
H: -0.273 -1.075 2.674  0.12

=====

## B
Molecular formula: C3H3IN2O
Method: DFT, the ωB97M-V functional and the def2-TZVPD basis

Summary:
Net charge: 0
E_HOMO, eV: -10.46

Last column: Löwdin charge in e.
Cartesian coordinates (Å):
C: 1.906 -0.484 1.934  -0.16
C: 0.074 -0.585 0.268  -0.35
C: -0.046 -0.318 1.695  -0.90
N: 2.942 -0.872 2.203  0.06
N: -0.121 0.319 -0.571  0.13
O: -0.335 0.971 2.006  -0.07
I: -0.971 -1.803 2.860  0.96
H: 0.407 -1.564 -0.134  0.13
H: 0.048 0.266 -1.543  0.06
H: -0.809 1.463 1.300  0.13

=====

Short version: B is the least stable of them.